Record 1
DFT (wB97M-V/def2-TZVPD) results for a 2-piece molecular cluster, C3H3N3O overall in a non-equilibrium geometry.

Last column: Löwdin charge in e.
Positions of all 10 atoms, in Å:
N1 2.2775 -0.3296 0.8392  0.173
C1 1.2048 -0.4440 0.2682  -0.185
N2 -0.4006 1.1371 -1.6426  0.056
N3 -1.3930 1.5423 -1.3709  0.046
O1 -1.4263 -0.4367 1.7837  0.075
C2 -1.2334 -0.1254 0.6407  -0.272
C3 -0.0259 -0.6637 -0.1448  -0.147
H1 3.0695 0.1847 0.4727  0.076
H2 -1.8917 0.5762 0.0498  0.062
H3 -0.1810 -1.4407 -0.8958  0.115

Results
energy above the lowest of the compared OMol25 structures with the same formula, charge and spin	2.155	eV
SMILES	N=C=CC=O.N#N
largest force on an atom	2.41	eV Å⁻¹
2S+1	1
frontier orbital gap	9.753	eV


Record 2
DFT (wB97M-V/def2-TZVPD) results for C36H44N6O3Pt as an isolated structure.

Last column: Löwdin charge in e.
Positions of all 90 atoms, in Å:
Pt1 -0.1657 0.2666 0.3316  1.206
C1 -3.7647 3.0283 1.5640  -0.082
C2 -3.1256 2.3635 0.3481  -0.381
C3 -4.2152 1.8289 -0.5892  -0.038
C4 -2.1844 3.2646 -0.4271  -0.140
C5 -2.3170 4.6478 -0.3733  -0.038
C6 -1.5374 5.4672 -1.1754  -0.082
C7 -0.6226 4.9043 -2.0467  -0.044
C8 -0.4388 3.5258 -2.1173  -0.133
C9 0.5557 2.9641 -3.1136  -0.363
C10 1.9141 3.6665 -3.0654  -0.067
C11 -0.0192 3.0530 -4.5324  -0.056
C12 -1.2167 2.7089 -1.2841  -0.172
N1 -0.9929 1.3003 -1.2304  -0.054
C13 -1.4002 0.5274 -2.2566  -0.487
O1 -1.9938 0.8676 -3.2730  0.050
C14 -1.0609 -0.9365 -2.0525  -0.144
C15 -1.3002 -1.9577 -2.9511  0.027
C16 -0.9435 -3.2513 -2.5881  -0.022
C17 -0.3719 -3.5100 -1.3478  0.027
C18 -0.1607 -2.4464 -0.4927  -0.151
N2 -0.5024 -1.2205 -0.8772  -0.037
C19 0.3832 -2.5278 0.9160  -0.501
O2 0.6530 -3.6245 1.3905  0.054
N3 0.4569 -1.3224 1.5269  -0.065
C20 0.7237 -1.3435 2.9296  -0.179
C21 1.9833 -0.9750 3.4284  -0.126
C22 2.1425 -0.8759 4.8080  -0.037
C23 1.1127 -1.1756 5.6833  -0.076
C24 -0.0968 -1.6187 5.1789  -0.046
C25 -0.3114 -1.7151 3.8077  -0.159
C26 -1.6274 -2.2965 3.3128  -0.369
C27 -2.8695 -1.6760 3.9598  -0.063
C28 -1.6339 -3.8121 3.5484  -0.051
C29 3.2142 -0.7420 2.5605  -0.356
C30 3.5687 -1.9519 1.6887  -0.053
C31 3.1040 0.5170 1.7056  -0.073
H1 -4.3017 2.2814 2.1521  0.078
H2 -4.4904 3.7898 1.2702  0.077
H3 -3.0229 3.5030 2.2100  0.061
H4 -2.5496 1.5043 0.6987  0.082
H5 -4.8481 2.6512 -0.9325  0.089
H6 -4.8496 1.1074 -0.0687  0.081
H7 -3.7904 1.3515 -1.4716  0.066
H8 -3.0527 5.0923 0.2840  0.101
H9 -1.6615 6.5429 -1.1369  0.100
H10 -0.0357 5.5481 -2.6910  0.109
H11 0.7191 1.9149 -2.8638  0.126
H12 1.8381 4.7025 -3.4048  0.071
H13 2.6103 3.1613 -3.7381  0.081
H14 2.3346 3.6514 -2.0623  0.055
H15 -0.1418 4.1009 -4.8206  0.079
H16 -0.9846 2.5568 -4.5998  0.064
H17 0.6656 2.5897 -5.2466  0.080
H18 -1.7572 -1.7169 -3.9004  0.125
H19 -1.1190 -4.0676 -3.2767  0.114
H20 -0.0938 -4.5023 -1.0224  0.125
H21 3.1099 -0.5822 5.1992  0.109
H22 1.2647 -1.0988 6.7526  0.101
H23 -0.8840 -1.9107 5.8639  0.106
H24 -1.6970 -2.1216 2.2371  0.118
H25 -2.8697 -1.8115 5.0426  0.073
H26 -3.7656 -2.1639 3.5729  0.082
H27 -2.9736 -0.6087 3.7537  0.055
H28 -1.6363 -4.0244 4.6206  0.082
H29 -0.7569 -4.2766 3.1020  0.068
H30 -2.5304 -4.2611 3.1150  0.081
H31 4.0373 -0.6016 3.2671  0.122
H32 2.9644 -1.9711 0.7818  0.069
H33 3.4086 -2.8936 2.2130  0.086
H34 4.6156 -1.8935 1.3844  0.079
H35 2.2619 0.4006 1.0243  0.021
H36 4.0078 0.6790 1.1158  0.089
H37 2.9334 1.4005 2.3263  0.080
C32 1.8348 5.1997 0.9249  0.012
N4 1.0665 4.1445 1.5815  -0.018
C33 0.3996 4.3830 2.7296  -0.036
C34 -0.3550 3.4375 3.3247  0.003
C35 -0.4846 2.1903 2.6475  -0.361
N5 0.1524 1.9562 1.5031  0.025
C36 1.0107 2.8947 0.9526  -0.505
O3 1.6860 2.6646 -0.0226  0.059
N6 -1.2881 1.2448 3.1360  0.201
H38 2.2224 5.8791 1.6808  0.093
H39 1.2018 5.7382 0.2194  0.092
H40 2.6564 4.7420 0.3838  0.093
H41 0.5193 5.3736 3.1473  0.138
H42 -0.8763 3.6259 4.2493  0.115
H43 -1.6095 1.3095 4.0858  0.123
H44 -1.2646 0.3309 2.7034  0.059

Results
energy above the lowest of the compared OMol25 structures with the same formula, charge and spin	0.000	eV
largest force on an atom	0.30	eV Å⁻¹
2S+1	1
frontier orbital gap	7.886	eV


Record 3
DFT (wB97M-V/def2-TZVPD) results for one molecule with the formula C6H6O in a non-equilibrium geometry.

Last column: Löwdin charge in e.
Positions of all 13 atoms, in Å:
O1 -0.4264 -0.4254 1.6490  -0.003
C1 0.3687 -0.4016 0.4989  -0.466
C2 -0.4495 -0.5829 -0.7637  -0.169
C3 -1.5270 0.3773 -0.9602  -0.132
C4 -2.4306 1.1514 -1.1336  0.116
C5 1.3547 0.7324 0.4746  -0.044
C6 2.5399 0.4830 0.4997  0.136
H1 -0.0456 0.1809 2.2939  0.098
H2 1.0538 -1.2626 0.4841  0.129
H3 -0.8529 -1.5980 -0.6929  0.128
H4 0.2482 -0.5689 -1.6110  0.130
H5 -3.2334 1.8357 -1.2867  0.023
H6 3.4868 0.0164 0.6094  0.052

Results
energy above the lowest of the compared OMol25 structures with the same formula, charge and spin	5.375	eV
SMILES	C#CC[C@H](O)C#C
largest force on an atom	1.23	eV Å⁻¹
2S+1	1
frontier orbital gap	9.988	eV


Record 4
DFT (wB97M-V/def2-TZVPD) results for C21H24BCsF4O2Si as an isolated structure in a non-equilibrium geometry.

Last column: Löwdin charge in e.
Positions of all 54 atoms, in Å:
Cs1 -1.8834 1.6658 1.1769  1.040
C1 -3.5308 -1.2881 0.8022  -0.232
H1 -2.6678 -1.7042 0.3815  -0.176
H2 -4.4421 -1.7400 0.5392  -0.180
H3 -3.4893 -0.9113 1.8734  -0.137
O1 0.4285 0.6947 1.2238  -0.719
Si1 1.3497 -0.5409 0.8794  0.311
C2 2.7241 -0.9630 2.0603  -0.227
C3 3.3640 -2.0934 1.7298  -0.125
C4 4.4032 -2.5757 2.5571  -0.108
C5 4.7914 -1.8739 3.6458  -0.118
C6 4.1211 -0.6543 4.0239  -0.092
C7 3.0631 -0.2342 3.2449  -0.070
C8 2.2894 0.0708 -0.6188  -0.209
C9 2.7569 -0.7051 -1.6827  -0.095
C10 3.4751 -0.1638 -2.7631  -0.124
C11 3.7849 1.1627 -2.7585  -0.133
C12 3.3895 1.9895 -1.6789  -0.102
C13 2.6650 1.3984 -0.6788  -0.120
C14 0.5346 -2.1158 0.4071  -0.245
C15 -0.1913 -2.2566 -0.7944  -0.096
C16 -0.9361 -3.3970 -1.1256  -0.103
C17 -1.0816 -4.3801 -0.1631  -0.123
C18 -0.5079 -4.2046 1.0797  -0.094
C19 0.2887 -3.0724 1.3644  -0.103
H4 3.1322 -2.7135 0.8077  0.128
H5 4.8901 -3.5293 2.3274  0.098
H6 5.6154 -2.2021 4.1836  0.062
H7 4.2535 -0.1802 5.0092  0.093
H8 2.5518 0.7144 3.4969  0.110
H9 2.5650 -1.7797 -1.7735  0.096
H10 3.7575 -0.8456 -3.5391  0.082
H11 4.5086 1.6768 -3.4521  0.101
H12 3.5831 3.0884 -1.6830  0.106
H13 2.3587 2.0233 0.1936  0.110
H14 -0.1499 -1.4066 -1.5752  0.136
H15 -1.2482 -3.5281 -2.1947  0.113
H16 -1.7587 -5.1649 -0.3951  0.082
H17 -0.5339 -4.9688 1.8897  0.102
H18 0.6768 -3.0906 2.3683  0.098
F1 -2.5954 5.6594 -0.8792  0.027
B1 -3.9470 6.0311 -1.2773  -1.121
F2 -4.9474 4.9831 -0.9670  0.016
F3 -3.9991 6.1333 -2.7134  0.045
F4 -4.2799 7.1804 -0.6410  0.144
C20 -3.5197 2.1793 -1.9382  -0.135
C21 -4.7365 1.7974 -1.1522  -0.309
O2 -5.7822 2.6724 -1.7785  -0.162
H19 -3.2566 3.2229 -1.8341  0.058
H20 -3.8178 1.9608 -2.9792  0.082
H21 -2.6314 1.5506 -1.6639  0.033
H22 -4.5648 2.0117 -0.0662  0.049
H23 -5.2169 0.8184 -1.0523  0.094
H24 -5.6065 3.5983 -1.4467  0.038

Results
energy above the lowest of the compared OMol25 structures with the same formula, charge and spin	1.116	eV
largest force on an atom	3.24	eV Å⁻¹
charge	-2
2S+1	1
frontier orbital gap	3.304	eV


Record 5
DFT (wB97M-V/def2-TZVPD) results for a 2-piece molecular cluster, C6H15I2NO2Si overall in a non-equilibrium geometry.

Last column: Löwdin charge in e.
Positions of all 27 atoms, in Å:
C1 1.6985 0.7651 -2.0491  -0.099
C2 1.7060 1.0508 -0.5055  -0.219
C3 3.1148 0.7242 0.0769  -0.309
O1 3.3457 -0.6811 -0.1206  -0.390
Si1 3.6279 -1.5108 1.3242  -0.320
I1 3.8739 -3.9103 0.6862  0.362
I2 1.7872 -1.3843 2.9508  0.409
H1 0.6540 0.5970 -2.3671  0.069
H2 2.1566 1.6188 -2.5779  0.072
H3 2.2655 -0.1496 -2.2947  0.068
H4 1.4357 2.1148 -0.3875  0.113
H5 0.9610 0.4356 0.0257  0.073
H6 3.8561 1.2939 -0.5261  0.125
H7 3.2429 1.0657 1.1242  0.092
H8 4.8657 -1.1451 2.0086  -0.059
C4 -3.9967 1.2452 0.3666  -0.012
C5 -2.5665 0.7797 0.4517  -0.553
O2 -1.6480 1.5459 0.6997  0.027
N1 -2.3136 -0.5398 0.2418  0.007
C6 -3.2535 -1.6012 -0.0630  -0.075
H9 -4.0328 2.3147 0.5566  0.083
H10 -4.3985 1.0563 -0.6301  0.084
H11 -4.6057 0.7388 1.1172  0.084
H12 -1.3358 -0.7740 0.3154  0.127
H13 -3.1864 -2.3656 0.7136  0.083
H14 -2.9803 -2.0503 -1.0199  0.083
H15 -4.2736 -1.2343 -0.1177  0.072

Results
SMILES	CCCO[SiH](I)I.CNC(C)=O
largest force on an atom	2.31	eV Å⁻¹
2S+1	1
frontier orbital gap	9.754	eV


Record 6
DFT (wB97M-V/def2-TZVPD) results for one molecule with the formula C4H8O3 in a non-equilibrium geometry.

Last column: Löwdin charge in e.
Positions of all 15 atoms, in Å:
O1 1.4285 -2.5700 0.2481  0.070
C1 1.3166 -1.3601 0.3792  -0.480
O2 2.3323 -0.4790 0.1810  0.081
C2 -0.1200 -0.6981 0.7764  -0.014
C3 -0.3078 0.4296 -0.2386  -0.406
C4 -1.7448 0.8775 -0.4324  -0.046
O3 0.2363 1.7300 0.1764  -0.066
H1 2.9797 -1.0817 -0.3021  0.157
H2 -0.0108 -0.4464 1.8202  0.120
H3 -0.8067 -1.5542 0.5469  0.137
H4 0.1876 0.0525 -1.1150  0.132
H5 -2.1643 1.1567 0.4877  0.074
H6 -2.2722 0.0460 -0.9150  0.091
H7 -1.7133 1.7041 -1.0449  0.052
H8 0.6588 2.1930 -0.5678  0.099

Results
energy above the lowest of the compared OMol25 structures with the same formula, charge and spin	1.425	eV
SMILES	C[C@@H](O)CC(=O)O
largest force on an atom	3.68	eV Å⁻¹
2S+1	1
frontier orbital gap	10.685	eV